{
  "formula": "C4H5NO2",
  "method": "ωB97M-V/def2-TZVPD",
  "mol_weight_g_mol": 99.09,
  "charge": 0,
  "total_energy_ha": -360.6411,
  "orbital_gap_ev": 9.343,
  "symbols": ["C", "N", "C", "C", "O", "C", "O", "H", "H", "H", "H", "H"],
  "xyz": [[1.66821, -0.36667, 0.03500], [0.21614, 0.04225, -0.08232], [-0.83356, -0.79846, -0.04049], [-1.94611, -0.06803, -0.02043], [-1.57661, 1.23819, 0.08572], [-0.19868, 1.32475, -0.04537], [0.48620, 2.34930, -0.05954], [1.78748, -0.68725, 1.10702], [1.93442, -1.20410, -0.69060], [2.22392, 0.51594, -0.11237], [-0.81950, -1.89124, -0.07320], [-2.94193, -0.45469, -0.10342]],
  "forces_ev_per_angstrom": [[-2.0, -1.4, 0.7], [3.4, -0.7, -0.1], [-1.8, -2.0, -0.3], [0.8, -0.9, 0.4], [-0.2, 1.4, -0.7], [0.7, 1.7, 0.5], [-1.6, -1.7, 0.0], [0.2, 0.0, -1.1], [-0.5, 1.2, 1.0], [0.8, 0.9, -0.4], [0.5, 0.6, -0.1], [-0.4, 0.7, 0.2]]
}

{
  "formula": "C14H21NO6",
  "method": "ωB97M-V/def2-TZVPD",
  "mol_weight_g_mol": 299.32,
  "charge": 0,
  "total_energy_ha": -1052.2632,
  "orbital_gap_ev": 10.481,
  "symbols": ["O", "C", "C", "C", "C", "O", "H", "H", "H", "H", "H", "H", "O", "C", "C", "C", "C", "O", "H", "H", "H", "H", "H", "H", "O", "C", "C", "C", "C", "O", "H", "H", "H", "H", "H", "H", "C", "C", "N", "H", "H", "H"],
  "xyz": [[1.51882, -2.07653, -0.77863], [0.87274, -1.82995, -1.73527], [0.07611, -0.54511, -2.09595], [-0.76485, -0.93950, -3.29798], [-0.12776, -2.23924, -3.76397], [0.81593, -2.68171, -2.75765], [-0.48077, -0.23817, -1.19236], [0.81279, 0.19842, -2.34482], [-1.81251, -1.08999, -3.07163], [-0.70118, -0.18613, -4.07207], [-0.83474, -3.06243, -3.87912], [0.38162, -2.08580, -4.70414], [-2.71607, 1.45429, 0.90529], [-2.63802, 2.04405, -0.07752], [-2.44751, 3.50268, -0.27603], [-2.71980, 3.66067, -1.77486], [-2.51088, 2.25323, -2.35258], [-2.67435, 1.33554, -1.25248], [-3.08801, 4.03550, 0.43976], [-1.43479, 3.81505, -0.07665], [-3.72191, 4.08971, -1.90852], [-1.99202, 4.31462, -2.26680], [-3.24672, 1.95290, -3.09194], [-1.53909, 2.13221, -2.79488], [1.69630, -3.72416, 6.18647], [1.81939, -3.11815, 5.19944], [0.71205, -2.28801, 4.52783], [1.21224, -2.09360, 3.12959], [2.72700, -2.14023, 3.36973], [2.93850, -3.11228, 4.44881], [-0.30886, -2.73230, 4.49335], [0.53232, -1.34974, 5.04947], [0.95345, -2.95531, 2.49942], [0.82428, -1.23587, 2.55474], [3.19120, -2.50112, 2.45169], [3.07150, -1.15466, 3.73803], [2.22517, 1.51631, 0.45173], [1.36868, 2.23048, -0.53067], [0.73675, 2.80203, -1.29794], [2.13575, 0.47155, 0.17641], [1.89102, 1.72426, 1.45849], [3.24622, 1.84647, 0.31421]],
  "forces_ev_per_angstrom": [[0.8, 0.1, 1.7], [-0.8, 1.1, -1.4], [-0.1, -1.1, 1.3], [0.0, 0.1, 0.2], [0.0, -0.7, 0.0], [-0.5, -0.2, -0.9], [0.2, 0.1, -0.6], [0.2, 0.4, 0.0], [-0.2, 0.1, 0.3], [-0.1, 0.1, -0.2], [0.0, 0.2, -0.1], [0.4, -0.2, -0.2], [-0.4, -2.1, 4.6], [0.8, 0.4, -3.1], [-0.3, 0.5, -0.7], [0.0, 0.8, -0.2], [-1.1, -0.2, 0.3], [0.2, 1.1, -0.4], [0.0, 0.0, -0.5], [0.4, -0.3, 0.3], [0.2, -0.4, -0.3], [-0.3, 0.1, 0.2], [-0.2, 0.2, -0.2], [0.6, 0.0, 0.0], [0.1, -1.5, 2.5], [-1.3, 1.1, -1.9], [-1.4, 0.0, -0.3], [0.4, -0.3, -0.7], [-0.3, 0.2, -0.3], [-0.2, 1.0, -1.0], [1.0, -0.3, 0.5], [0.5, 0.2, 0.2], [0.0, 0.0, 0.3], [0.5, 0.0, 0.5], [0.6, 0.2, 0.4], [0.3, -0.5, -0.4], [-0.7, 0.4, -1.2], [0.6, 0.0, 0.7], [-0.2, 0.0, -0.1], [0.1, -0.4, 0.4], [-0.1, -0.1, 0.2], [0.2, 0.0, 0.0]]
}